A) Here is a structure of composition C7H14O2 from the OMol25 dataset. Energies are from the ωB97M-V functional and the def2-TZVPD basis.

Structure (ORCA input):
```
! wB97M-V def2-TZVPD RIJCOSX def2/J DEFGRID3
* xyz 0 1
C -1.46061 -0.04428 0.08186
C -1.70747 -0.90602 -1.14737
C -1.75270 -0.77401 1.38413
C -0.25748 1.41402 -0.54763
O -0.43318 1.96725 -1.58625
H -2.19930 0.76683 0.06070
H -0.13624 1.91482 0.42202
H -1.19673 -1.71362 1.43105
H -1.64147 -0.32876 -2.07047
H -1.02119 -1.75465 -1.19414
H -2.72299 -1.31124 -1.15796
H -1.49334 -0.16019 2.24744
H -2.80136 -1.07970 1.42828
C 2.32713 0.57171 -1.29036
C 0.99057 -0.38477 0.66357
C 1.76888 0.18108 1.61061
O 1.07217 0.16085 -0.69917
H 0.80068 -1.44984 0.65135
H 2.68990 -0.30010 -1.82896
H 3.09362 0.91352 -0.59709
H 2.09100 1.38660 -1.97362
H 2.15375 1.18711 1.51903
H 1.83634 -0.25660 2.59297
*
```

Values from the calculation:
- HOMO level: -0.2868 hartree
- Gap between HOMO and LUMO: 8.63 eV

=====

B) Here is a structure of composition C7H14O2 from the OMol25 dataset. Energies are from the ωB97M-V functional and the def2-TZVPD basis.

Structure (ORCA input):
```
! wB97M-V def2-TZVPD RIJCOSX def2/J DEFGRID3
* xyz 0 1
C 0.07772 2.00925 0.28349
C -1.98321 0.01030 -0.69159
C -1.19727 -1.54120 1.17393
C 0.11339 0.55391 0.68702
C -0.92552 -0.35170 0.30966
O 0.67115 0.41660 1.95042
H 1.21223 -0.40923 1.92069
H 1.05560 2.46020 0.46405
H -0.66269 2.54856 0.87902
H -0.16175 2.14910 -0.77137
H -2.82774 0.46042 -0.15585
H -2.35810 -0.87395 -1.21066
H -1.64889 0.74009 -1.42797
H -1.87980 -2.24405 0.69282
H -0.26179 -2.05855 1.41056
H -1.61843 -1.20862 2.12721
C 2.03685 0.01043 -1.52550
C 1.32935 -0.64859 -0.35366
O 1.96367 -1.33866 0.49113
H 0.38246 -1.17337 -0.80723
H 2.93145 0.51873 -1.16232
H 1.41445 0.73454 -2.05167
H 2.33686 -0.76421 -2.23216
*
```

Values from the calculation:
- HOMO level (alpha / beta): -0.2978 / -0.2978 hartree
- Gap between HOMO and LUMO (alpha / beta): 8.03 / 8.03 eV

=====

Most stable of them? B).

=====

A) Here is a structure of composition C28H44F5KN4O6STe from the OMol25 dataset. Energies are from the ωB97M-V functional and the def2-TZVPD basis.

Structure (ORCA input):
```
! wB97M-V def2-TZVPD RIJCOSX def2/J DEFGRID3
* xyz -2 1
K 0.77078 0.12688 -0.17704
C -1.52884 2.29888 4.61791
C -1.46509 3.68349 3.97419
C -0.78778 4.68114 4.91404
C -0.80055 3.64206 2.61332
C 0.55909 3.37229 2.46855
C 1.15234 3.34652 1.21587
C 0.41343 3.58813 0.05611
C 1.06374 3.57339 -1.30155
C -0.94818 3.82341 0.20550
C -1.54301 3.85199 1.45884
H -2.11130 2.32185 5.54303
H -0.52489 1.94650 4.86876
H -1.97738 1.56774 3.94436
H -2.49282 4.02533 3.81176
H 0.23031 4.36260 5.14926
H -1.33400 4.76272 5.85762
H -0.72807 5.67157 4.46000
H 1.16833 3.16233 3.34127
H 2.20879 3.11777 1.12478
H 1.83294 4.34683 -1.36818
H 0.32737 3.76431 -2.08308
H 1.54526 2.61666 -1.53462
H -1.55719 3.96306 -0.67964
H -2.61087 4.03060 1.53936
N 0.29952 -0.28474 2.60820
C 0.81962 -1.57914 3.09744
C 0.95960 -2.66136 1.99379
O 0.18261 -3.66113 2.10237
N 1.88706 -2.38178 1.11426
C 1.98167 -3.26005 -0.05038
C 1.70610 -2.39307 -1.29256
O 2.67102 -2.13609 -2.08334
O 0.55636 -1.90664 -1.36732
H 0.05479 0.31584 3.38525
H -0.57442 -0.42736 2.09925
H 0.18497 -2.01464 3.88044
H 1.81341 -1.39094 3.51155
H 1.25498 -4.08137 -0.02783
H 2.98921 -3.67598 -0.13943
C -6.29693 -4.87620 5.60797
C -5.17403 -3.87553 5.83813
N -4.28131 -3.75814 4.69369
C -2.90802 -4.23648 4.85036
C -2.80760 -5.75154 4.89849
C -4.71437 -3.00293 3.64162
O -5.79035 -2.41817 3.67538
C -3.79997 -2.94984 2.46239
C -3.47153 -4.10169 1.74898
C -2.53816 -4.01880 0.74084
C -1.91626 -2.79410 0.50804
N -2.25603 -1.68681 1.16253
C -3.20076 -1.75602 2.09512
H -6.93911 -4.94058 6.48970
H -5.89690 -5.87040 5.40218
H -6.90896 -4.56528 4.76231
H -4.56704 -4.17740 6.69398
H -5.59429 -2.89194 6.05547
H -2.51071 -3.81054 5.77853
H -2.29132 -3.84297 4.04495
H -3.35730 -6.16538 5.74814
H -1.76325 -6.05159 4.99013
H -3.20598 -6.19752 3.98651
H -3.93061 -5.04918 2.00953
H -2.22665 -4.89236 0.18671
H -1.11528 -2.68750 -0.21947
H -3.44526 -0.83405 2.61524
C -4.51743 1.25849 -1.63665
C -3.92869 -0.14252 -1.69499
S -2.12280 -0.17487 -1.63365
O -1.70397 0.90434 -0.67588
C -1.67641 0.46692 -3.25324
C -1.84642 -0.56281 -4.35704
H -5.55872 1.22657 -1.31200
H -4.48069 1.75332 -2.60812
H -3.94755 1.85982 -0.92572
H -4.21019 -0.68429 -2.60161
H -4.23650 -0.74364 -0.83861
H -0.61197 0.69460 -3.13958
H -2.21814 1.40080 -3.42413
H -1.21662 -1.42678 -4.14808
H -1.50230 -0.13620 -5.29928
H -2.88617 -0.87948 -4.48416
F 3.35756 -1.10909 -4.98696
Te 2.78608 -0.18329 -3.45619
F 3.84993 1.22585 -4.19418
F 4.51943 -0.65551 -2.83564
F 1.51755 1.00607 -4.39348
F 1.22483 -1.23165 -3.88112
O 2.33170 0.62403 -1.88648
*
```

Values from the calculation:
- HOMO level: -0.0719 hartree
- Gap between HOMO and LUMO: 5.78 eV

=====

B) Here is a structure of composition C28H44F5KN4O6STe from the OMol25 dataset. Energies are from the ωB97M-V functional and the def2-TZVPD basis.

Structure (ORCA input):
```
! wB97M-V def2-TZVPD RIJCOSX def2/J DEFGRID3
* xyz -2 1
K 2.01859 0.75571 -0.10900
C 4.55166 0.72889 2.07615
C 3.94579 0.14546 3.35116
C 4.54502 0.82463 4.58285
C 2.43294 0.25141 3.34064
C 1.63235 -0.87515 3.19826
C 0.24722 -0.76893 3.16159
C -0.37630 0.46894 3.25402
C -1.87258 0.60494 3.19666
C 0.42922 1.59949 3.35964
C 1.80721 1.49463 3.40724
H 5.64431 0.68409 2.09933
H 4.25795 1.76802 1.92271
H 4.21700 0.16796 1.20371
H 4.18686 -0.92423 3.40770
H 4.38515 1.90285 4.54907
H 5.62425 0.65618 4.62668
H 4.09892 0.44950 5.50680
H 2.10196 -1.84526 3.07630
H -0.35594 -1.66026 3.02533
H -2.25972 1.08513 4.09889
H -2.36308 -0.36531 3.09944
H -2.18247 1.21844 2.34805
H -0.01650 2.58586 3.33721
H 2.39653 2.40164 3.40742
N 0.18872 -2.20494 -1.99488
C 0.07266 -1.79393 -3.39655
C 0.89597 -0.56707 -3.80526
O 0.82369 -0.30072 -5.03588
N 1.53266 0.08152 -2.85583
C 2.13173 1.32754 -3.34582
C 1.96786 2.38915 -2.27735
O 3.03413 2.96544 -1.78701
O 0.86189 2.62706 -1.80824
H -0.63167 -2.72827 -1.70485
H 0.18756 -1.35861 -1.44248
H -0.95723 -1.53232 -3.68156
H 0.37352 -2.61295 -4.05649
H 1.62024 1.66719 -4.25321
H 3.19532 1.21774 -3.59171
C -8.38036 -0.28460 0.57982
C -7.52122 -1.14072 -0.33639
N -6.24856 -0.52012 -0.67306
C -6.07519 -0.04412 -2.03903
C -6.90745 1.18734 -2.35487
C -5.25892 -0.58428 0.26929
O -5.43992 -1.17851 1.32322
C -3.96916 0.11133 -0.03596
C -3.91241 1.47439 -0.31234
C -2.68683 2.04046 -0.59455
C -1.55759 1.22456 -0.60630
N -1.59414 -0.07252 -0.29684
C -2.78149 -0.60342 -0.01316
H -9.32687 -0.78512 0.79280
H -8.60061 0.68193 0.12531
H -7.86587 -0.11356 1.52406
H -8.03902 -1.33368 -1.27936
H -7.32161 -2.10392 0.13849
H -6.35024 -0.86194 -2.71564
H -5.02046 0.15328 -2.21021
H -7.97577 0.98718 -2.25419
H -6.72484 1.51626 -3.37807
H -6.65717 2.00990 -1.68542
H -4.81540 2.07429 -0.30569
H -2.57260 3.09409 -0.80582
H -0.60587 1.65850 -0.88172
H -2.79679 -1.65681 0.24612
C 5.50807 -2.33717 0.16994
C 4.88182 -1.96211 -1.16437
S 3.09794 -2.18144 -1.26913
O 2.59407 -1.59623 0.03494
C 3.00003 -3.95635 -1.04307
C 3.30186 -4.69339 -2.33682
H 6.39372 -1.72792 0.35401
H 5.80824 -3.38603 0.19767
H 4.81182 -2.14985 0.98682
H 5.31159 -2.50777 -2.00793
H 5.01598 -0.90092 -1.38284
H 1.95896 -4.09133 -0.75419
H 3.63901 -4.25262 -0.20999
H 2.70467 -4.28903 -3.15362
H 3.06424 -5.75373 -2.23775
H 4.35228 -4.61659 -2.62210
F 2.81703 5.18014 1.52737
Te 2.39987 4.20197 -0.07983
F 1.66948 5.02793 -1.67995
F 0.70001 5.03927 0.42141
F 3.72195 5.44759 -0.68143
F 4.11796 3.30908 0.40304
O 1.74235 2.73474 0.81659
*
```

Values from the calculation:
- HOMO level: -0.0840 hartree
- Gap between HOMO and LUMO: 5.99 eV

=====

Most stable of them? A).

=====

A) Here is a structure of composition C14H8F6N2OPRuS from the OMol25 dataset. Energies are from the ωB97M-V functional and the def2-TZVPD basis.

Structure (ORCA input):
```
! wB97M-V def2-TZVPD RIJCOSX def2/J DEFGRID3
* xyz 2 6
Ru -0.09999 0.31476 -0.24986
O -0.20944 -1.10026 1.31116
N 0.55776 -0.78907 2.34533
C 0.22137 -1.26452 3.55089
C 1.02939 -1.00839 4.64152
C 2.19149 -0.26326 4.48605
C 2.52169 0.22113 3.23436
C 1.68517 -0.03914 2.15301
S 2.01912 0.56822 0.57459
H -0.69358 -1.83776 3.57750
H 0.73534 -1.39840 5.60553
H 2.82967 -0.05856 5.33427
H 3.40997 0.81592 3.07132
N 3.12976 -5.73091 -7.46465
C 2.75913 -5.03275 -6.62737
C 2.30292 -4.16956 -5.59452
C 2.50076 -2.77487 -5.72373
C 2.06803 -1.94470 -4.73400
C 1.42278 -2.49133 -3.58295
C 1.22523 -3.90107 -3.46952
C 1.66188 -4.72543 -4.46241
C 0.97993 -1.64763 -2.57867
C 0.58524 -0.89602 -1.68377
H 2.99166 -2.38788 -6.60574
H 2.20330 -0.87459 -4.80461
H 0.72950 -4.29522 -2.59360
H 1.52678 -5.79631 -4.40222
F -0.80584 1.58437 0.95560
P -3.11219 1.89668 -1.37300
F -1.93828 2.87092 -1.36291
F -4.18879 2.99302 -1.34934
F -1.85628 0.63080 -1.41295
F -3.54542 1.29098 -2.69728
F -3.56727 1.22496 -0.08712
*
```

Values from the calculation:
- HOMO level (alpha / beta): -0.5811 / -0.5916 hartree
- Gap between HOMO and LUMO (alpha / beta): 8.41 / 5.70 eV

=====

B) Here is a structure of composition C14H8F6N2OPRuS from the OMol25 dataset. Energies are from the ωB97M-V functional and the def2-TZVPD basis.

Structure (ORCA input):
```
! wB97M-V def2-TZVPD RIJCOSX def2/J DEFGRID3
* xyz 2 6
Ru 0.16017 1.63424 1.03032
O 1.74233 0.92935 2.00610
N 0.98421 0.38622 3.03576
C 1.65751 -0.62618 3.81809
C 1.26532 -1.18749 4.95456
C -1.11904 -0.13884 5.24951
C -1.77951 -0.84572 4.09192
C -1.44448 -0.68257 2.78169
S -2.08529 -1.57404 1.49120
H 2.58783 -0.89563 3.33680
H 1.96896 -1.91791 5.33952
H -1.85343 0.00118 6.04787
H -2.51048 -1.60308 4.35483
N 0.51042 0.39700 10.48211
C 0.37591 0.39275 9.34283
C 0.18247 0.39625 7.91558
C 0.34821 -0.77638 7.23035
C 0.00567 -1.04303 5.80282
C -0.40562 1.15107 4.94781
C 0.05303 1.98790 5.92446
C 0.12480 1.67317 7.28728
C -0.06011 1.30540 3.55402
C -0.46003 0.39256 2.56785
H 0.76654 -1.61252 7.78499
H -0.42207 -2.05846 5.82355
H 0.42649 2.96295 5.63449
H 0.35242 2.50327 7.95101
F -1.47048 2.20596 0.39455
P 0.69623 4.48340 -1.15878
F 1.08182 3.37688 0.17260
F 0.36214 5.43597 -2.32038
F 0.45812 3.21159 -1.96963
F 2.11298 4.98762 -0.95974
F -0.40688 4.99621 -0.24067
*
```

Values from the calculation:
- HOMO level (alpha / beta): -0.5831 / -0.5699 hartree
- Gap between HOMO and LUMO (alpha / beta): 5.85 / 5.38 eV

=====

Most stable of them? A).

=====

A) Here is a structure of composition C3H10NO3 from the OMol25 dataset. Energies are from the ωB97M-V functional and the def2-TZVPD basis.

Structure (ORCA input):
```
! wB97M-V def2-TZVPD RIJCOSX def2/J DEFGRID3
* xyz 1 1
C -0.94678 1.24171 -0.09391
C 1.35021 -0.30645 0.70599
C -0.58161 -0.16246 0.21163
N -0.66440 -1.13175 -0.98798
O 1.86436 0.93156 0.49016
O 1.90806 -1.23864 -0.16449
O -1.37620 -0.58205 1.30646
H -2.03412 1.17686 -0.40632
H -0.98964 1.59766 0.89557
H -0.37021 1.79552 -0.73845
H 1.36929 -0.58660 1.80742
H -0.71608 -0.61917 -1.80136
H -1.46159 -1.78978 -0.92684
H 0.16912 -1.76452 -0.98926
H 1.99335 1.45380 1.23679
H 2.87293 -0.95204 -0.45933
H -1.88240 0.16091 1.66997
*
```

Values from the calculation:
- HOMO level: -0.4987 hartree
- Gap between HOMO and LUMO: 10.36 eV

=====

B) Here is a cluster of 2 separate species, C3H10NO3 in total from the OMol25 dataset. Energies are from the ωB97M-V functional and the def2-TZVPD basis.

Structure (ORCA input):
```
! wB97M-V def2-TZVPD RIJCOSX def2/J DEFGRID3
* xyz 1 1
O 1.18709 -0.68491 0.91310
C 0.02504 -0.64318 0.60119
O -0.92885 -1.68328 0.71813
C -0.49556 0.52391 -0.23597
C -1.57838 1.46968 0.39029
N 0.77410 1.40342 -0.51067
H -0.42564 -2.59143 0.85526
H -1.19124 0.20926 -1.13297
H -2.13513 1.89406 -0.36014
H -2.24952 1.03168 1.16003
H -1.09334 2.38703 0.76728
H 1.52924 1.35000 0.26082
H 0.42569 2.44699 -0.46191
H 1.21799 1.19056 -1.44242
H 2.00272 -2.95743 -1.12190
H 1.72914 -2.55451 0.26189
O 1.20664 -2.79186 -0.66201
*
```

Values from the calculation:
- HOMO level: -0.5494 hartree
- Gap between HOMO and LUMO: 11.21 eV

=====

Most stable of them? B).